{"formula": "C36H83BCl42N2O2", "method": "the ωB97M-V functional and the def2-TZVPD basis", "elements": ["C", "C", "C", "O", "C", "N", "H", "H", "H", "H", "H", "H", "H", "H", "H", "H", "H", "H", "C", "C", "C", "C", "N", "C", "C", "C", "C", "C", "H", "H", "H", "H", "H", "H", "H", "H", "H", "H", "H", "H", "H", "H", "H", "H", "H", "H", "H", "H", "C", "C", "O", "H", "H", "H", "H", "H", "B", "H", "H", "H", "H", "C", "Cl", "Cl", "H", "H", "C", "Cl", "Cl", "H", "H", "C", "Cl", "Cl", "H", "H", "C", "Cl", "Cl", "H", "H", "C", "Cl", "Cl", "H", "H", "C", "Cl", "Cl", "H", "H", "C", "Cl", "Cl", "H", "H", "C", "Cl", "Cl", "H", "H", "C", "Cl", "Cl", "H", "H", "C", "Cl", "Cl", "H", "H", "C", "Cl", "Cl", "H", "H", "C", "Cl", "Cl", "H", "H", "C", "Cl", "Cl", "H", "H", "C", "Cl", "Cl", "H", "H", "C", "Cl", "Cl", "H", "H", "C", "Cl", "Cl", "H", "H", "C", "Cl", "Cl", "H", "H", "C", "Cl", "Cl", "H", "H", "C", "Cl", "Cl", "H", "H", "C", "Cl", "Cl", "H", "H", "C", "Cl", "Cl", "H", "H"], "xyz": [[-1.180451, 0.221822, 0.467983], [0.346887, 0.240277, 0.435613], [0.707443, -1.278883, 0.392556], [2.023895, -1.515217, -0.012611], [2.324259, -2.890759, -0.227847], [0.813002, 0.802294, -0.871647], [0.921370, -0.630022, -2.392091], [0.633562, 1.827166, -0.952547], [1.803774, 0.769319, -0.953612], [-1.513194, -0.171216, 1.433976], [-1.587578, -0.249240, -0.464105], [-1.591467, 1.287836, 0.443399], [0.797969, 0.744661, 1.301836], [0.077643, -1.702981, -0.415939], [0.353228, -1.804798, 1.268254], [1.601109, -3.282215, -0.948460], [2.327090, -3.481836, 0.631207], [3.312053, -2.930325, -0.710739], [-6.070740, 0.395359, -4.427180], [-5.620442, 1.795361, -4.817137], [-4.267100, 2.167832, -4.168015], [-3.215743, 1.377363, -4.895201], [-1.774595, 1.499736, -4.334177], [-1.472802, 2.884945, -3.940025], [-1.504204, 3.609489, -5.267383], [-0.869062, 2.555943, -6.259728], [-0.674827, 1.348203, -5.403729], [-1.639684, 0.591238, -3.166737], [-7.139491, 0.179808, -4.655769], [-5.890103, 0.298047, -3.279510], [-5.434510, -0.452963, -4.797941], [-6.337613, 2.477241, -4.396450], [-5.593628, 1.967482, -5.893801], [-4.301897, 2.012840, -3.093949], [-4.038163, 3.242307, -4.217657], [-3.226728, 1.637196, -5.951626], [-3.387434, 0.298809, -4.924718], [-0.487297, 2.983765, -3.427373], [-2.231698, 3.270581, -3.326343], [-1.019313, 4.590965, -5.212356], [-2.555429, 3.829801, -5.447253], [0.052946, 2.712275, -6.824460], [-1.595615, 2.295833, -7.083118], [0.242831, 1.367479, -4.888294], [-0.709116, 0.401939, -5.935177], [-0.704049, 0.752706, -2.721997], [-1.789297, -0.465826, -3.563958], [-2.417350, 0.721316, -2.403169], [2.907987, -2.034594, -4.536967], [2.333758, -0.896340, -3.690216], [1.024601, -1.190432, -3.168721], [3.245016, -2.840859, -3.917451], [3.766836, -1.716066, -5.199282], [2.083346, -2.398351, -5.179772], [2.328734, 0.050289, -4.295798], [3.039701, -0.678852, -2.883430], [0.374975, 4.680179, -1.839086], [-2.013394, 7.190937, -7.619258], [-8.690139, 1.385714, -10.432147], [-3.641647, 1.464292, -1.431502], [10.582430, -3.341589, 0.627917], [-4.184073, -6.075219, 1.262941], [-5.166663, -7.585700, 1.516624], [-4.163079, -5.007748, 2.667607], [-3.173518, -6.297418, 0.954569], [-4.630691, -5.497635, 0.468027], [-1.672267, -8.498040, 2.452447], [-0.898038, -6.850506, 2.564062], [-1.571937, -9.052830, 0.798145], [-1.071225, -9.168336, 3.089295], [-2.671357, -8.391178, 2.778752], [1.867909, 7.281198, -3.294753], [3.513959, 6.871270, -2.875150], [1.499766, 6.523710, -4.896160], [1.284559, 6.893761, -2.440229], [1.781714, 8.360865, -3.450654], [-1.851873, -3.075318, 6.753470], [-2.237683, -1.743702, 7.870370], [-2.747752, -3.005582, 5.271177], [-0.786526, -2.993759, 6.473774], [-2.113724, -4.029533, 7.271830], [-0.919776, 2.311312, 8.449250], [-1.490340, 1.443615, 9.890099], [0.668865, 1.775582, 7.852566], [-1.635665, 2.026892, 7.661410], [-0.860498, 3.405746, 8.682567], [1.832818, -10.173175, 1.344267], [2.458558, -8.529058, 0.971939], [1.638215, -10.329113, 3.070025], [0.858886, -10.279766, 0.855066], [2.506106, -10.925506, 1.012520], [2.200837, 2.881874, 3.051472], [1.849631, 1.402327, 3.951596], [0.665256, 3.426202, 2.052741], [2.446567, 3.656006, 3.778426], [3.073287, 2.850725, 2.338548], [-3.884641, 4.038279, 1.425342], [-5.044749, 3.312348, 0.344558], [-2.820415, 2.810798, 2.017487], [-3.284106, 4.864851, 0.950990], [-4.311448, 4.429050, 2.310297], [-3.742635, 0.475702, 4.500516], [-1.959148, 0.586721, 4.389955], [-4.388734, 1.392875, 5.884382], [-4.244075, 0.847381, 3.610758], [-4.001182, -0.564642, 4.619669], [-5.416701, -1.747935, -1.089289], [-3.936589, -1.901400, -2.161092], [-5.656518, -0.134304, -0.549673], [-6.302978, -2.028862, -1.674888], [-5.316026, -2.452599, -0.246459], [3.211534, 3.637618, -3.797544], [3.699534, 2.618368, -2.471338], [2.579525, 2.726711, -5.290677], [2.503101, 4.394546, -3.471842], [4.140753, 4.165784, -4.159928], [4.347823, -0.300551, 1.818977], [5.707047, -0.175556, 2.898702], [4.116972, 1.147666, 0.782739], [4.436721, -1.181643, 1.173449], [3.545706, -0.565671, 2.460220], [1.821333, -2.645290, 5.029974], [1.238420, -3.705939, 3.692520], [0.860370, -1.258579, 5.292301], [1.694629, -3.250561, 5.922780], [2.903772, -2.440762, 4.778245], [6.447331, -4.205096, -0.279920], [5.220205, -5.321438, -0.903111], [6.141509, -3.672070, 1.361986], [7.432301, -4.589537, -0.309884], [6.392085, -3.255321, -0.789567], [2.038622, 6.354255, 0.510982], [2.248337, 8.101927, 0.053246], [3.226731, 5.896234, 1.660555], [1.020362, 6.189493, 0.849093], [2.202108, 5.732869, -0.343226], [-2.561234, 5.369924, 4.609817], [-3.903530, 6.484574, 5.089660], [-0.994547, 5.950064, 5.079719], [-2.611606, 4.461992, 5.245772], [-2.557502, 5.276434, 3.504027], [1.865747, -7.208003, 5.857805], [0.965083, -6.025515, 6.814929], [1.649661, -8.907825, 6.355939], [1.516066, -7.272879, 4.865111], [2.840132, -6.831778, 5.850727], [6.940463, 5.994074, -0.480956], [7.066016, 5.693132, 1.248892], [6.310681, 4.675208, -1.441293], [6.327671, 6.920948, -0.423193], [7.920072, 6.237107, -0.886775], [5.422816, -5.984395, 4.834403], [4.877371, -4.234396, 4.741094], [5.965176, -6.465041, 6.463250], [4.572978, -6.580536, 4.520036], [6.298183, -6.100948, 4.201711], [-1.541536, 7.926148, -1.589256], [-1.756307, 9.499466, -2.421616], [-3.097523, 7.407593, -0.820925], [-1.248104, 7.126370, -2.266121], [-0.887879, 8.138535, -0.749271], [-0.898221, -4.168044, -3.013929], [-0.568536, -5.624492, -2.050935], [-0.910607, -4.479847, -4.726013], [-1.845571, -3.770197, -2.781078], [-0.163228, -3.412615, -2.766769]], "atomic_forces_ev_per_a": [[-0.37, 2.40, -0.38], [0.28, -1.41, -1.06], [-0.85, 0.54, -1.53], [0.93, 0.01, 0.92], [0.11, 1.37, -2.24], [-0.98, 1.09, 0.23], [-0.17, 0.26, 0.44], [-0.30, -1.00, 0.40], [1.10, -0.41, 0.27], [-0.22, -0.40, -0.42], [0.25, -0.04, 1.15], [0.65, -1.39, -0.07], [-0.20, -0.15, -0.20], [-0.11, 0.15, 0.08], [0.46, -0.07, 0.82], [-0.07, -0.25, -0.02], [-0.07, -0.83, 1.72], [-0.27, 0.02, 0.26], [0.57, -1.32, 1.87], [0.37, 0.15, 0.52], [-0.27, 0.21, -0.51], [1.11, -0.61, -0.21], [0.04, -0.25, 0.17], [0.62, 0.91, -0.73], [0.97, 0.37, -0.49], [-1.44, 0.06, -1.42], [-1.60, -0.94, 0.01], [-1.24, -2.24, -1.47], [0.84, 0.21, 0.12], [-0.72, 0.24, -1.79], [-0.64, 0.84, -0.19], [-0.47, 0.42, -0.02], [-0.03, -0.08, -0.07], [0.07, -0.65, 0.34], [-0.40, -0.18, -0.51], [0.32, 0.40, 0.03], [-0.14, 0.09, 0.47], [-0.62, -0.64, -0.30], [-0.80, 0.24, 1.29], [0.17, -0.31, -0.18], [0.16, -0.09, -0.69], [0.00, 0.86, 0.50], [0.55, 0.45, 0.85], [1.07, 0.05, 0.89], [-0.44, -0.19, 0.10], [1.34, -0.05, 0.52], [0.67, 1.25, 0.54], [-0.22, 0.64, -0.25], [-0.57, 0.66, -0.97], [0.58, 0.81, -0.47], [0.85, -0.33, -0.74], [0.14, -0.55, 0.35], [-0.98, -0.12, 0.81], [0.51, -0.01, 0.13], [-0.31, -0.73, 0.32], [-0.14, -0.07, 0.29], [-0.27, -0.36, 0.19], [0.02, -0.12, 0.10], [0.05, 0.02, 0.04], [0.34, 0.36, 0.13], [-0.10, -0.02, -0.03], [-0.58, -0.01, -0.18], [0.74, 0.91, -0.12], [0.05, -0.25, 0.09], [0.20, -0.46, 0.31], [-0.39, -0.18, -0.17], [2.04, 0.50, 0.35], [-0.30, -0.60, 0.18], [-0.28, -0.23, -0.29], [-0.43, 0.37, -0.32], [-1.00, -0.01, 0.15], [0.08, 0.19, -0.53], [0.78, 0.02, 0.22], [-0.46, 0.13, 0.86], [-0.25, 0.25, -0.91], [-0.07, -0.35, 0.27], [0.62, -0.69, 0.94], [0.08, -0.08, -0.20], [-0.52, 0.05, -0.72], [-0.64, -0.18, 0.44], [0.44, 0.87, -0.49], [-0.38, 0.37, -0.34], [0.29, 0.11, 0.01], [-0.11, 0.04, 0.24], [0.32, 0.60, 0.33], [-0.17, -1.18, -0.34], [-0.71, 1.01, -0.34], [-0.08, -0.55, -0.16], [-0.20, -0.19, 0.60], [0.35, 0.11, 0.21], [0.67, -0.32, -0.32], [0.00, 0.85, -0.82], [0.29, 0.48, -0.70], [1.55, -0.46, 0.96], [-0.61, 0.06, -0.13], [-1.33, -0.60, 0.66], [1.01, 1.04, -0.76], [-0.51, 0.43, -0.22], [0.99, -0.61, 0.45], [-0.74, -1.04, 0.08], [-1.11, 0.50, 0.53], [-0.03, 0.04, 0.09], [-0.63, 0.09, -0.07], [0.20, -0.12, -0.18], [0.48, 0.24, -0.07], [0.10, -0.19, 0.29], [-0.13, -1.21, -0.52], [-0.76, -0.04, 0.58], [-0.03, 0.61, 0.54], [0.59, 0.00, -0.03], [0.25, 0.52, -0.42], [1.40, 0.50, -1.69], [-0.34, -0.36, 0.15], [0.36, 0.75, 1.39], [-0.23, -0.36, -0.21], [-1.18, -0.60, 0.33], [0.27, -0.97, -0.83], [0.62, 0.18, 0.10], [-0.05, -0.55, 0.43], [0.44, 0.52, -0.12], [-1.29, 0.72, 0.24], [1.47, -1.49, -0.44], [-0.04, 0.30, 0.07], [-0.57, 1.07, -0.07], [0.54, -0.11, -0.06], [-1.44, 0.08, 0.55], [-0.83, 1.10, 0.04], [0.33, 0.09, 0.09], [-0.24, -0.23, 0.90], [0.74, -0.72, -0.21], [0.02, -0.22, -0.80], [-0.36, 0.91, -0.36], [-0.42, -0.78, 0.15], [0.55, -0.24, 0.83], [0.07, 0.24, 0.42], [0.23, -0.04, -0.86], [-0.44, -0.36, 0.35], [0.54, -0.48, -0.28], [0.99, 0.81, 0.09], [-0.78, 0.30, -1.18], [-0.23, -0.32, 1.04], [-1.27, -0.63, 0.22], [-0.26, -0.19, 0.00], [0.41, 0.45, 0.50], [-0.65, 0.64, -1.08], [1.70, -0.19, 0.38], [0.05, 1.71, 0.39], [0.29, -0.69, 0.40], [-0.39, 0.01, 0.10], [0.05, -0.92, -1.08], [-0.05, -0.07, 0.22], [0.20, 0.79, 0.23], [0.46, -1.13, 0.19], [-0.44, 0.21, -0.36], [0.17, -0.05, 0.04], [-0.31, 0.15, -0.18], [-1.07, 0.78, 0.61], [0.20, -0.81, 0.03], [0.47, -0.01, -0.33], [0.14, 0.35, -0.05], [0.32, -0.34, -0.27], [0.78, 0.00, 0.34], [-0.12, 0.19, -0.02], [0.18, -0.10, -0.63], [-1.16, 0.08, 0.53], [0.36, -0.05, -0.18]], "energy_ha": -21033.2710, "spin_multiplicity": 1, "lumo_energy_ha": -0.1784, "fmax_ev_per_a": 2.96, "homo_energy_ev": -5.6}